Entry 1:
Computed, not measured: a cluster of 3 separate species, C3H8S2 in total at a distorted geometry, with ωB97M-V/def2-TZVPD.

Element x y z (Å)
C (-1.254, -1.163, 1.786)
C (-2.231, -1.107, 0.801)
C (4.167, 2.101, -1.055)
S (5.566, 1.358, -1.195)
S (-2.736, -0.092, -1.700)
H (-1.610, -1.229, 2.806)
H (-0.235, -1.425, 1.539)
H (-3.130, -0.580, 1.117)
H (-2.580, -1.960, 0.227)
H (-1.706, -0.443, -0.018)
H (4.000, 2.827, -0.262)
H (3.306, 1.883, -1.681)
H (-1.558, -0.171, -2.363)

Atomic forces in eV per Å
-0.56 -1.36 -0.09
-0.42 -0.35 1.26
-0.31 0.05 0.36
0.28 -0.16 -0.16
0.79 0.45 0.02
0.55 1.22 0.30
0.02 -0.16 0.13
-0.22 -0.16 0.25
0.80 -0.03 -0.44
-0.67 0.39 -1.53
-0.04 0.10 -0.08
0.06 0.02 -0.12
-0.29 0.00 0.09

The HOMO energy comes out at -7.841 eV. Its HOMO-LUMO gap is 5.76 eV. The energy above the lowest of the compared OMol25 structures with the same formula, charge and spin comes out at 573.36 kJ/mol. The calculation puts the strongest force on any atom at 1.7 eV/A. The molar mass is 108.2 g/mol.

Mulliken population analysis, charges in e, atoms 1 to 8: number 1, C, carries -0.3740; number 2, C, carries -0.7429; number 3, C, carries -0.3043; number 4, S, carries -0.1833; number 5, S, carries -0.4351; number 6, H, carries 0.2658; number 7, H, carries 0.2798; number 8, H, carries 0.3301

***

Entry 2:
Computed, not measured: a cluster of 2 separate species, C3H8S2 in total at a distorted geometry, with ωB97M-V/def2-TZVPD.

Element x y z (Å)
C (-2.535, -0.116, -0.101)
C (-1.454, -0.194, -0.916)
H (-2.231, 0.354, 0.855)
H (-3.612, -0.053, -0.257)
H (-0.870, -0.950, -1.447)
H (-1.003, 0.793, -1.143)
C (2.334, 0.222, -0.279)
S (1.352, 0.933, 1.076)
S (0.789, -0.790, 2.102)
H (3.363, 0.002, 0.008)
H (2.469, 0.941, -1.086)
H (1.874, -0.675, -0.700)
H (-0.475, -0.467, 1.888)

Atomic forces in eV per Å
0.26 1.11 0.75
0.86 0.58 -0.95
-0.35 0.42 -0.32
-0.01 -1.32 -0.18
-0.99 -0.49 -0.20
0.40 -0.11 0.97
0.47 -0.10 -0.40
0.25 -0.27 -0.54
0.32 0.34 -0.08
-0.23 -0.19 0.42
-0.43 0.33 0.07
0.00 0.08 0.21
-0.55 -0.36 0.26

The HOMO energy (spin up / spin down) comes out at -12.611 / -12.464 eV. Its HOMO-LUMO gap (spin up / spin down) is 5.21 / 4.37 eV. The energy above the lowest of the compared OMol25 structures with the same formula, charge and spin comes out at 363.21 kJ/mol. The calculation puts the strongest force on any atom at 1.4 eV/A. Its spin multiplicity is 2. The total charge is +1. The molar mass is 108.2 g/mol.

Mulliken population analysis, charges in e, atoms 1 to 8: number 1, C, carries -0.1610; number 2, C, carries -0.2248; number 3, H, carries 0.2524; number 4, H, carries 0.3625; number 5, H, carries 0.3253; number 6, H, carries 0.3601; number 7, C, carries -0.7924; number 8, S, carries -0.0416

***

Entry 3:
Computed, not measured: a structure of composition C3H9AgI3N3O6 at a distorted geometry, with ωB97M-V/def2-TZVPD.

Element x y z (Å)
Ag (1.407, -1.408, 0.798)
I (3.355, 0.180, 2.147)
I (3.239, -3.085, -0.656)
I (-0.140, -3.159, 2.554)
C (-1.720, 2.166, 1.153)
N (-0.765, 1.372, 1.991)
O (-0.508, 1.763, 3.119)
O (-0.339, 0.386, 1.447)
H (-2.421, 1.467, 0.712)
H (-1.139, 2.631, 0.360)
H (-2.179, 2.916, 1.782)
C (-2.260, -3.232, -0.511)
N (-1.687, -1.865, -0.634)
O (-2.456, -0.915, -0.598)
O (-0.483, -1.798, -0.706)
H (-1.451, -3.946, -0.624)
H (-3.017, -3.339, -1.278)
H (-2.655, -3.298, 0.497)
C (2.720, 2.182, -1.844)
N (1.468, 1.507, -1.420)
O (1.631, 0.504, -0.789)
O (0.395, 2.004, -1.710)
H (3.249, 2.460, -0.938)
H (2.460, 3.048, -2.442)
H (3.297, 1.460, -2.411)

Atomic forces in eV per Å
0.63 -0.74 0.93
-0.10 -0.31 -0.39
-0.20 0.53 0.31
0.03 0.11 -0.14
0.19 0.21 0.18
-0.46 0.51 0.17
-0.05 -0.24 -0.64
0.29 -0.23 0.19
-0.04 -0.08 0.02
0.07 -0.09 -0.01
-0.12 0.01 0.08
0.13 -0.04 -0.01
-0.29 -0.06 0.38
0.31 -0.36 -0.11
-0.09 0.36 -0.62
0.02 0.10 0.00
-0.19 0.03 0.01
-0.11 0.01 0.01
-0.05 0.37 -0.25
0.09 0.43 -0.19
-0.10 -0.49 -0.01
-0.01 0.16 -0.02
0.04 -0.09 0.07
-0.02 -0.01 0.01
0.05 -0.09 0.05

The HOMO energy (spin up / spin down) comes out at -4.585 / -4.416 eV. Its HOMO-LUMO gap (spin up / spin down) is 7.07 / 4.50 eV. The energy above the lowest of the compared OMol25 structures with the same formula, charge and spin comes out at 0.00 kJ/mol. The calculation puts the strongest force on any atom at 1.3 eV/A. Its spin multiplicity is 2. The total charge is -1. The molar mass is 671.7 g/mol.

Mulliken population analysis, charges in e, atoms 1 to 8: number 1, Ag, carries 0.4435; number 2, I, carries -0.4146; number 3, I, carries -0.3464; number 4, I, carries -0.7034; number 5, C, carries -0.6423; number 6, N, carries 0.6842; number 7, O, carries -0.5386; number 8, O, carries -0.2089

***

Entry 4:
Computed, not measured: a cluster of 2 separate species, C3H9BO in total at a distorted geometry, with ωB97M-V/def2-TZVPD.

Element x y z (Å)
C (0.377, 1.259, 0.677)
B (1.259, 1.186, -0.396)
C (2.291, 1.426, -1.516)
H (0.242, 0.464, 1.436)
H (-0.144, 2.252, 0.805)
H (3.361, 1.614, -1.206)
H (2.062, 2.265, -2.016)
H (2.244, 0.546, -2.321)
C (-2.023, -2.180, 0.750)
O (-1.051, -1.122, 0.727)
H (-2.976, -1.852, 0.452)
H (-2.219, -2.534, 1.690)
H (-1.860, -3.032, 0.129)
H (-1.564, -0.292, 0.789)

Atomic forces in eV per Å
0.07 0.53 0.15
0.17 0.76 0.44
1.63 -4.83 0.37
0.04 0.83 -0.58
0.50 -1.17 0.00
-1.13 -0.65 -0.02
-1.30 3.19 -1.99
0.28 1.85 1.69
0.31 1.12 -1.11
-1.15 -0.65 -0.13
-1.31 0.90 -0.77
0.11 -0.94 2.83
1.09 -0.34 -0.69
0.70 -0.59 -0.20

The HOMO energy comes out at -8.195 eV. Its HOMO-LUMO gap is 8.82 eV. The energy above the lowest of the compared OMol25 structures with the same formula, charge and spin comes out at 375.24 kJ/mol. The calculation puts the strongest force on any atom at 5.1 eV/A. The molar mass is 71.9 g/mol. The SMILES is C=BC.CO.

Mulliken population analysis, charges in e, atoms 1 to 8: number 1, C, carries -0.6494; number 2, B, carries 0.0185; number 3, C, carries -0.7915; number 4, H, carries 0.4328; number 5, H, carries 0.1647; number 6, H, carries 0.2837; number 7, H, carries 0.3317; number 8, H, carries 0.2497

***

Entry 5:
Computed, not measured: the molecule C3H9BO2 at a distorted geometry, with ωB97M-V/def2-TZVPD.

Element x y z (Å)
C (-0.374, -0.938, -1.735)
C (0.308, 0.379, -1.164)
B (-0.333, 0.821, 0.183)
O (-1.612, 1.758, -0.006)
O (-0.065, 0.602, 1.478)
C (0.812, -0.341, 2.042)
H (0.224, -1.445, -2.458)
H (-0.377, -1.699, -0.955)
H (-1.421, -0.693, -2.070)
H (1.291, 0.058, -0.979)
H (-0.058, 1.099, -1.971)
H (-1.699, 2.096, 0.921)
H (0.435, -1.309, 1.997)
H (1.106, -0.072, 3.046)
H (1.763, -0.316, 1.670)

Atomic forces in eV per Å
-1.02 0.60 1.52
-3.03 -0.83 -1.23
-3.91 2.68 -1.10
3.61 -1.93 1.90
-0.02 0.03 0.36
-0.44 1.41 1.07
0.31 0.28 -1.18
-0.60 -0.07 0.33
1.16 -0.63 0.22
1.86 0.57 -0.53
1.82 -0.28 1.20
-0.36 -0.31 -1.13
-0.83 -1.69 0.01
-1.02 0.19 0.78
2.48 -0.03 -2.21

The HOMO energy comes out at -10.574 eV. Its HOMO-LUMO gap is 11.25 eV. The energy above the lowest of the compared OMol25 structures with the same formula, charge and spin comes out at 86.89 kJ/mol. The calculation puts the strongest force on any atom at 4.9 eV/A. The molar mass is 87.9 g/mol. The SMILES is CCB(O)OC.

Mulliken population analysis, charges in e, atoms 1 to 8: number 1, C, carries -1.0597; number 2, C, carries -0.3850; number 3, B, carries 0.5227; number 4, O, carries -0.5923; number 5, O, carries -0.4754; number 6, C, carries -0.8589; number 7, H, carries 0.3704; number 8, H, carries 0.2888

***

Entry 6:
Computed, not measured: a structure of composition C3H9BrF2Nb at a distorted geometry, with ωB97M-V/def2-TZVPD.

Element x y z (Å)
C (-0.760, 1.680, 0.949)
C (0.476, 1.421, 0.104)
Br (0.099, 1.949, -1.756)
C (1.000, 0.002, 0.211)
Nb (-0.254, -1.642, -0.729)
F (-1.993, -0.883, -0.763)
F (0.100, -1.568, -2.577)
H (-0.621, 1.218, 1.928)
H (-0.912, 2.752, 1.093)
H (-1.653, 1.280, 0.474)
H (1.252, 2.130, 0.390)
H (1.191, -0.176, 1.271)
H (1.974, -0.071, -0.282)
H (1.318, -2.499, -0.482)
H (-0.491, -2.191, 0.971)
H (-0.726, -3.402, -0.802)

Atomic forces in eV per Å
-0.05 0.30 -0.15
0.09 -0.14 0.63
-0.03 0.05 -0.25
0.03 -0.34 -0.01
-0.07 0.36 -0.14
-0.82 0.28 0.29
0.33 -0.25 -0.98
-0.05 -0.07 0.00
-0.01 0.00 -0.03
0.01 -0.20 0.10
0.04 0.09 -0.08
-0.01 -0.08 0.04
-0.01 0.01 -0.09
0.07 -0.24 0.24
0.01 -0.18 0.13
0.45 0.40 0.32

The HOMO energy comes out at -4.936 eV. Its HOMO-LUMO gap is 8.13 eV. The calculation puts the strongest force on any atom at 1.1 eV/A. The total charge is -1. The molar mass is 255.9 g/mol.

Mulliken population analysis, charges in e, atoms 1 to 8: number 1, C, carries -1.1504; number 2, C, carries 0.3180; number 3, Br, carries -0.1894; number 4, C, carries -1.4168; number 5, Nb, carries 0.4158; number 6, F, carries -0.6493; number 7, F, carries -0.6365; number 8, H, carries 0.2916

***

Entry 7:
Computed, not measured: the ion C3H9BrNO with charge +1 at a distorted geometry, with ωB97M-V/def2-TZVPD.

Element x y z (Å)
C (-0.317, 0.370, 1.444)
C (0.199, 0.210, 0.040)
N (-0.161, 1.411, -0.748)
Br (2.314, 0.201, -0.066)
C (-0.198, -1.129, -0.809)
O (0.166, -2.200, -0.041)
H (0.119, 1.221, 1.821)
H (-1.424, 0.168, 1.566)
H (-0.088, -0.491, 2.201)
H (-1.062, 1.801, -0.327)
H (0.621, 2.136, -0.630)
H (-0.352, 0.996, -1.706)
H (-1.219, -1.064, -0.939)
H (0.303, -1.152, -1.847)
H (1.100, -2.479, 0.040)

Atomic forces in eV per Å
-1.07 -4.68 0.93
1.84 -2.35 -0.71
-0.85 0.65 0.07
-1.89 0.17 0.37
4.09 1.49 0.37
-0.65 -1.27 0.69
0.26 2.24 1.30
0.73 1.31 -0.77
0.64 1.32 -1.77
1.24 -0.37 -0.93
-1.35 -1.06 -0.93
0.57 1.66 0.75
-2.47 -0.45 -0.11
-0.56 0.50 1.40
-0.54 0.84 -0.68

The HOMO energy comes out at -14.841 eV. Its HOMO-LUMO gap is 10.70 eV. The energy above the lowest of the compared OMol25 structures with the same formula, charge and spin comes out at 79.12 kJ/mol. The calculation puts the strongest force on any atom at 4.9 eV/A. The total charge is +1. The molar mass is 155.0 g/mol. The SMILES is C[C@@]([NH3+])(Br)CO.

Mulliken population analysis, charges in e, atoms 1 to 8: number 1, C, carries -1.4489; number 2, C, carries 0.2970; number 3, N, carries -0.2127; number 4, Br, carries -0.0593; number 5, C, carries -0.8329; number 6, O, carries -0.4933; number 7, H, carries 0.5139; number 8, H, carries 0.4050

***

Entry 8:
Computed, not measured: the molecule C3H9ClNOP at a distorted geometry, with ωB97M-V/def2-TZVPD.

Element x y z (Å)
C (0.744, 0.070, -1.893)
N (0.665, 0.397, -0.503)
C (1.577, -0.321, 0.321)
P (-1.255, 0.149, 0.085)
C (-1.399, 0.544, 1.843)
O (-2.173, 0.790, -0.873)
Cl (-1.452, -1.836, -0.028)
H (0.024, 0.566, -2.564)
H (1.644, 0.460, -2.399)
H (0.569, -1.087, -2.102)
H (1.505, 0.154, 1.384)
H (1.305, -1.427, 0.416)
H (2.484, -0.276, -0.148)
H (-1.584, 1.578, 1.959)
H (-2.236, -0.019, 2.301)
H (-0.417, 0.258, 2.201)

Atomic forces in eV per Å
-0.74 -1.87 -2.03
-4.42 0.71 1.03
-3.05 -0.94 3.03
2.41 1.19 -2.27
0.06 -1.33 -0.71
0.40 0.07 0.61
0.07 -0.79 0.26
-0.49 -0.03 0.98
0.39 -0.63 0.79
0.77 2.02 0.29
0.84 -0.94 -1.82
0.37 1.01 -0.03
2.78 0.30 -0.60
0.01 1.18 0.04
0.69 0.10 -0.33
-0.07 -0.02 0.77

The HOMO energy comes out at -9.068 eV. Its HOMO-LUMO gap is 9.76 eV. The energy above the lowest of the compared OMol25 structures with the same formula, charge and spin comes out at 63.10 kJ/mol. The calculation puts the strongest force on any atom at 4.6 eV/A. The molar mass is 141.5 g/mol. The SMILES is CN(C)[P@@](C)(=O)Cl.

Mulliken population analysis, charges in e, atoms 1 to 8: number 1, C, carries -0.8523; number 2, N, carries -0.2799; number 3, C, carries -0.7823; number 4, P, carries 0.9120; number 5, C, carries -0.8461; number 6, O, carries -0.6293; number 7, Cl, carries -0.2372; number 8, H, carries 0.3018

***

Entry 9:
Computed, not measured: the molecule C3H9ClSSi at a distorted geometry, with ωB97M-V/def2-TZVPD.

Element x y z (Å)
C (1.171, -1.447, 0.328)
Si (0.048, -0.157, -0.246)
C (-1.836, -0.432, -0.077)
S (0.545, 0.099, -2.519)
C (0.477, 1.583, 0.643)
Cl (0.054, 1.445, 2.423)
H (1.125, -2.390, -0.166)
H (2.188, -1.052, 0.295)
H (0.928, -1.626, 1.405)
H (-2.131, -1.362, 0.497)
H (-2.414, 0.313, 0.488)
H (-2.460, -0.367, -1.057)
H (1.162, 1.270, -2.841)
H (-0.354, 2.295, 0.403)
H (1.496, 1.829, 0.424)

Atomic forces in eV per Å
0.24 -0.05 1.84
-0.78 2.81 -1.18
-1.72 -0.57 -0.68
-0.32 -0.20 0.78
-2.79 -1.54 -0.26
0.76 -0.30 -0.26
-0.06 -0.61 -0.55
0.00 -0.11 -0.10
0.22 0.07 -0.61
0.58 0.64 -0.99
0.86 0.39 0.23
1.50 -0.64 1.28
-0.32 -0.32 0.83
1.46 -0.29 -0.68
0.37 0.73 0.34

The HOMO energy comes out at -9.242 eV. Its HOMO-LUMO gap is 9.88 eV. The energy above the lowest of the compared OMol25 structures with the same formula, charge and spin comes out at 17.34 kJ/mol. The calculation puts the strongest force on any atom at 3.2 eV/A. The molar mass is 140.7 g/mol. The SMILES is C[Si](C)(S)CCl.

Mulliken population analysis, charges in e, atoms 1 to 8: number 1, C, carries -0.8791; number 2, Si, carries 0.5402; number 3, C, carries -1.0782; number 4, S, carries -0.4225; number 5, C, carries -0.6029; number 6, Cl, carries -0.2063; number 7, H, carries 0.3396; number 8, H, carries 0.2622

***

Entry 10:
Computed, not measured: a structure of composition C3H9CrNO11S2V at a distorted geometry, with ωB97M-V/def2-TZVPD.

Element x y z (Å)
Cr (-1.703, 0.464, 3.321)
V (1.714, -0.074, 2.046)
O (-0.310, 0.209, 1.901)
H (-0.302, 0.345, 0.946)
O (2.457, 0.771, 0.464)
H (2.149, 1.590, 0.071)
S (0.257, -3.027, 2.142)
O (1.373, -1.991, 2.080)
O (0.629, -4.273, 2.836)
O (-0.984, -2.428, 2.672)
O (-0.010, -3.540, 0.759)
S (0.321, 0.678, 4.922)
O (1.475, 0.538, 3.998)
O (0.623, 1.023, 6.272)
O (-0.630, 1.719, 4.359)
O (-0.598, -0.483, 4.724)
C (0.480, 1.044, -4.777)
O (0.172, 1.119, -5.958)
N (-0.396, 0.804, -3.774)
C (-0.066, 0.815, -2.374)
C (-1.766, 0.408, -4.035)
H (1.509, 1.179, -4.401)
H (-0.463, -0.036, -1.806)
H (-0.575, 1.645, -1.868)
H (1.005, 0.768, -2.176)
H (-1.930, 0.415, -5.109)
H (-1.878, -0.635, -3.723)
H (-2.553, 0.952, -3.512)

Atomic forces in eV per Å
1.19 -1.08 0.25
-2.05 -1.64 0.01
1.37 0.92 -1.25
-0.63 -0.10 -0.03
-0.55 -0.86 1.86
-0.15 0.01 0.02
-4.55 -5.93 -2.75
2.43 3.18 0.36
1.10 2.13 1.40
0.78 0.94 0.46
0.74 2.30 0.30
-2.47 0.05 0.72
1.45 -0.04 -0.72
0.99 -0.45 -0.36
-0.27 1.64 -1.07
0.59 -1.00 0.75
-0.47 0.15 -0.22
0.37 -0.13 0.50
-0.65 -0.17 0.48
-0.01 -0.17 0.94
0.06 -1.02 -0.70
-0.03 0.04 -0.09
-0.03 -0.42 -0.65
0.50 0.39 -0.15
0.03 0.45 -0.18
-0.10 0.28 0.01
-0.01 0.00 0.08
0.36 0.52 0.04

The HOMO energy (spin up / spin down) comes out at -4.402 / -4.409 eV. Its HOMO-LUMO gap (spin up / spin down) is 5.42 / 5.41 eV. The calculation puts the strongest force on any atom at 8.0 eV/A. Its spin multiplicity is 7. The total charge is -1. The molar mass is 402.2 g/mol.

Mulliken population analysis, charges in e, atoms 1 to 8: number 1, Cr, carries 0.8804; number 2, V, carries 1.5823; number 3, O, carries -0.3090; number 4, H, carries 0.1465; number 5, O, carries -0.8807; number 6, H, carries 0.2407; number 7, S, carries 1.1193; number 8, O, carries -0.6163

***

| no. | E_tot (eV) |
| --- | --- |
| 1 | -24905.455 |
| 2 | -24899.120 |
| 3 | -48309.029 |
| 4 | -5977.779 |
| 5 | -8029.238 |
| 6 | -80285.705 |
| 7 | -76828.701 |
| 8 | -28606.238 |
| 9 | -34492.871 |
| 10 | -103052.238 |